Entry w
One molecule with the formula C3H3F2N, computed with wB97M-V/def2-TZVPD.

```
9
Properties=species:S:1:pos:R:3:lowdin_charge:R:1
F 1.7150 -0.7609 1.1101 -0.032
F -0.1760 -1.5383 -1.1514 -0.033
N -1.7596 1.4687 -1.2026 0.173
C -0.4408 -0.5473 -0.1159 -0.210
C -1.2292 0.5662 -0.7402 -0.170
C 0.8988 0.1208 0.4400 -0.158
H 1.5254 0.7590 -0.3110 0.164
H -1.0231 -0.8554 0.7775 0.154
H 0.4895 0.7871 1.1935 0.112
```

Computed properties:
- LUMO (eV) = 0.6603
- SMILES = N#C[C@@H](F)CF
- HOMO level (eV) = -12.38

Entry x
C3H3F2N as an isolated structure, computed with wB97M-V/def2-TZVPD.

```
9
Properties=species:S:1:pos:R:3:lowdin_charge:R:1
F -1.4612 -0.2455 1.0883 0.161
F -1.3735 0.4328 -1.0072 0.019
N 1.4120 -0.7510 -0.1045 0.159
C 0.5457 0.8670 0.3031 0.059
C -0.6487 -0.0271 0.1150 -0.620
C 0.2355 -1.1771 -0.3376 -0.141
H 0.7791 1.3180 1.3474 0.120
H 0.6092 1.6506 -0.5768 0.135
H -0.0981 -2.0677 -0.8278 0.108
```

Computed properties:
- LUMO (eV) = 0.6995
- HOMO level (eV) = -10.14

Which one is the most stable? From the structures above, entry w.